Here is a structure of composition C39H66AsIrN3O4S2Si6 from OMol25. Energies are from ωB97M-V/def2-TZVPD.

```
122
C39H66AsIrN3O4S2Si6 (ωB97M-V/def2-TZVPD)
Ir 0.49152 0.52067 -0.72495
C 1.46543 -1.98449 1.71392
O 1.27346 -1.53320 0.38468
Si 2.43049 -1.70599 -0.84176
C 3.99788 -0.82506 -0.32375
C 2.89397 -3.53867 -0.89889
C 1.48669 -0.87773 -2.19020
Si 0.33671 -2.13996 -2.95115
C -1.11629 -1.49042 -3.96572
C 1.20847 -3.28033 -4.19556
C -0.41405 -3.28948 -1.66563
Si 2.56203 -0.02955 -3.46001
C 1.63292 0.47465 -5.02183
C 3.92846 -1.18818 -4.10128
C 3.47524 1.49821 -2.84119
H 1.81236 -3.02277 1.71747
H 0.50989 -1.94731 2.23222
H 2.18370 -1.35771 2.24517
H 4.42959 -1.31759 0.55299
H 3.83189 0.22823 -0.08941
H 4.74512 -0.87359 -1.12162
H 3.92115 -3.67062 -0.55063
H 2.82051 -3.97625 -1.89307
H 2.24049 -4.11598 -0.24145
H -0.88426 -0.60027 -4.54694
H -1.97851 -1.27462 -3.33150
H -1.40727 -2.28001 -4.66692
H 1.30048 -2.78990 -5.16835
H 0.58443 -4.16883 -4.33764
H 2.20193 -3.61032 -3.89812
H -0.87381 -2.74227 -0.84079
H 0.31682 -3.97946 -1.24139
H -1.18394 -3.89383 -2.15196
H 1.26572 -0.38661 -5.58349
H 2.33113 1.01924 -5.66600
H 0.79141 1.13820 -4.80863
H 3.54595 -1.90585 -4.82711
H 4.42110 -1.75385 -3.30467
H 4.69787 -0.58961 -4.59900
H 3.26879 1.75933 -1.80270
H 3.20439 2.36412 -3.45202
H 4.55652 1.35561 -2.93350
O 3.45273 2.45259 0.24569
C 2.66845 2.39168 1.17322
N 1.54629 1.61181 1.22187
S 0.76301 1.75584 2.62142
O 0.80970 0.52544 3.39466
O -0.56251 2.31668 2.50412
C 1.85259 2.94623 3.34468
C 1.78707 3.58255 4.56852
C 2.78379 4.50715 4.85358
C 3.79792 4.77203 3.93353
C 3.84102 4.11934 2.70890
C 2.84757 3.19968 2.43046
H 0.99072 3.37490 5.27106
H 2.77238 5.03261 5.80009
H 4.55788 5.50269 4.18064
H 4.61048 4.31751 1.97435
C -4.61157 -2.66422 4.24379
N -3.48729 -1.75841 4.21691
C -3.22526 -0.78074 5.16531
C -2.09923 -0.15145 4.78152
N -1.68785 -0.74762 3.61189
C -2.53239 -1.73495 3.24194
S -2.44750 -2.68947 1.85964
H -5.52925 -2.10801 4.43361
H -4.47789 -3.42584 5.01367
H -4.66842 -3.15118 3.27369
H -3.86938 -0.62279 6.01108
H -1.55588 0.66605 5.21776
H -0.85365 -0.45711 3.10591
C 1.88852 6.40495 -0.10686
C 0.94827 5.66864 0.60195
C 0.42047 4.50370 0.05964
C 0.82086 4.04034 -1.19590
C 1.75995 4.80275 -1.89511
C 2.28903 5.97231 -1.36293
Si 0.18320 2.42089 -1.96754
C -1.43997 2.91662 -2.79993
C -2.28162 1.94757 -3.35799
C -3.47083 2.28821 -3.98721
C -3.84386 3.62226 -4.09224
C -3.01308 4.60474 -3.56799
C -1.82917 4.25552 -2.93176
H 2.30749 7.30958 0.31829
H 0.62606 5.99633 1.58452
H -0.30947 3.94452 0.62997
H 2.09900 4.46618 -2.86985
H 3.02346 6.53834 -1.92404
H -0.76126 1.20920 0.03988
H -2.00493 0.90420 -3.28552
H -4.10668 1.50852 -4.39182
H -4.77311 3.89383 -4.57873
H -3.29351 5.64897 -3.64428
H -1.20677 5.03682 -2.51094
C -4.06068 -3.56239 -1.63021
Si -4.66410 -1.82027 -1.29414
C -5.95711 -1.95374 0.06526
C -5.47167 -1.22358 -2.89046
As -2.83352 -0.37846 -0.84937
Si -4.10928 1.31056 0.23217
C -5.65882 1.75847 -0.74298
C -4.60159 0.72504 1.95263
C -3.15412 2.90116 0.41930
H -4.91872 -4.22292 -1.78977
H -3.47306 -3.95632 -0.79969
H -3.44323 -3.58730 -2.52957
H -6.75146 -2.63096 -0.26415
H -6.41159 -1.00109 0.33592
H -5.48533 -2.38013 0.95178
H -6.34630 -1.83415 -3.13613
H -4.75605 -1.31761 -3.71186
H -5.78426 -0.18129 -2.83778
H -6.36587 0.93817 -0.86302
H -5.37992 2.12654 -1.73363
H -6.16955 2.57217 -0.21764
H -4.79537 -0.34574 1.98179
H -5.49757 1.25322 2.29397
H -3.79107 0.94820 2.65092
H -2.93178 3.34934 -0.54991
H -2.22305 2.75322 0.96707
H -3.77066 3.60733 0.98706
```

Total charge: -1
Multiplicity: 5
Frontier orbital gap (alpha / beta): 0.198 / 0.262 Eh

=====

Here is a structure of composition C39H66BN6S3SbV from OMol25. Energies are from ωB97M-V/def2-TZVPD.

```
117
C39H66BN6S3SbV (ωB97M-V/def2-TZVPD)
V 0.98947 -1.53674 -0.00177
C 0.78910 1.12567 4.41471
C 0.18428 1.50855 3.10419
C -0.25505 2.77179 2.81156
C -0.79300 3.08405 1.54274
N -0.90957 2.16025 0.61796
N -0.50215 0.93129 0.91009
B -0.72677 -0.17914 -0.13101
N -1.03969 0.40886 -1.51426
N -2.28529 0.73371 -1.82312
C -2.50455 1.27240 -3.00318
C -1.43392 1.52784 -3.88735
C -0.14539 1.18975 -3.55932
C 1.02887 1.40473 -4.45648
C 0.01110 0.57287 -2.30557
S 1.50632 -0.07503 -1.67598
C -3.96051 1.58028 -3.32531
C -4.76766 0.28193 -3.17877
C -4.47100 2.62027 -2.31967
C -4.12536 2.12317 -4.74394
N -1.93582 -1.05198 0.32654
N -2.88967 -0.40867 0.98316
C -3.97204 -1.06580 1.33102
C -4.12570 -2.42217 0.97764
C -3.12802 -3.09539 0.31989
C -3.21728 -4.54181 -0.03992
C -1.97079 -2.34665 0.01638
S -0.55065 -3.07531 -0.69868
C -4.99210 -0.26429 2.12696
C -5.43992 0.92936 1.27279
C -4.31066 0.24653 3.40525
C -6.20582 -1.11231 2.50260
C 0.05178 0.56722 2.06290
S 0.57638 -1.09726 2.20166
C -1.24830 4.49081 1.20366
C -1.93811 4.52868 -0.15899
C -0.00558 5.39531 1.18086
C -2.22830 4.97758 2.28049
H 0.68128 1.92974 5.13902
H 1.85271 0.90952 4.29095
H 0.32033 0.22531 4.81300
H -0.18087 3.55064 3.55947
H -1.63496 1.98503 -4.84624
H 0.73478 1.92771 -5.36373
H 1.47660 0.44788 -4.73251
H 1.79904 1.98669 -3.94792
H -4.69061 -0.11048 -2.16334
H -4.42188 -0.48249 -3.87775
H -5.81860 0.48151 -3.39205
H -4.35883 2.25685 -1.29789
H -5.52816 2.81682 -2.50396
H -3.92993 3.56382 -2.41685
H -3.79731 1.40464 -5.49854
H -3.58587 3.06170 -4.88972
H -5.17977 2.32742 -4.92735
H -5.03021 -2.94718 1.25227
H -4.18912 -4.94794 0.23079
H -2.44176 -5.11165 0.47538
H -3.06198 -4.68331 -1.11064
H -4.58622 1.55653 1.01119
H -6.15521 1.53304 1.83330
H -5.92510 0.59935 0.35109
H -3.45375 0.87820 3.16394
H -3.97071 -0.58136 4.03140
H -5.02062 0.83747 3.98533
H -6.74445 -1.47072 1.62247
H -6.90150 -0.50416 3.08034
H -5.93114 -1.96899 3.12217
H -1.27197 4.19990 -0.95810
H -2.24810 5.55243 -0.37110
H -2.82354 3.89105 -0.17289
H 0.69396 5.08129 0.40328
H 0.51797 5.39183 2.13917
H -0.30591 6.42281 0.97300
H -3.07624 4.29652 2.38322
H -2.61688 5.95579 1.99762
H -1.75328 5.09147 3.25601
C 3.95470 -2.57436 2.90802
C 4.24494 -3.24284 1.56319
C 3.29129 -4.42517 1.36925
C 5.69151 -3.73666 1.56242
Sb 3.77790 -1.82261 -0.03407
C 4.86591 0.02007 0.37929
C 5.02603 0.85217 -0.89266
C 6.23809 -0.25092 0.98981
C 3.98719 0.78974 1.37105
C 4.30502 -2.77194 -1.93712
C 5.45596 -3.76718 -1.82063
C 3.03207 -3.50934 -2.37105
C 4.65489 -1.71674 -2.98589
H 4.11574 -3.31119 3.70078
H 2.92648 -2.22147 2.99262
H 4.62294 -1.73499 3.10835
H 3.42159 -5.12845 2.19701
H 3.48838 -4.97023 0.44511
H 2.23907 -4.11878 1.36736
H 5.80271 -4.44213 2.39210
H 6.40706 -2.93439 1.72363
H 5.96584 -4.26165 0.65301
H 5.74089 0.41091 -1.58301
H 5.41267 1.83634 -0.60990
H 4.08122 1.00572 -1.41919
H 6.86776 -0.86214 0.34063
H 6.17309 -0.73455 1.96381
H 6.74799 0.70665 1.13487
H 3.02675 1.06279 0.92384
H 4.50071 1.71499 1.65144
H 3.79445 0.22195 2.28447
H 5.19838 -4.62884 -1.20623
H 6.36623 -3.31362 -1.42540
H 5.68355 -4.14339 -2.82291
H 2.70426 -4.25063 -1.63834
H 3.23445 -4.04287 -3.30475
H 2.20636 -2.81860 -2.56448
H 5.63357 -1.27528 -2.80791
H 3.91703 -0.91513 -3.04995
H 4.69450 -2.21033 -3.96207
```

Total charge: +2
Multiplicity: 2
Frontier orbital gap (alpha / beta): 0.254 / 0.267 Eh

=====

F_max per entry: 0.35, 0.45 eV/Å
Energy above the lowest of the compared OMol25 structures with the same formula, charge and spin per entry: 0.0, 5.9 kJ/mol